This record from the Open Molecules 2025 dataset describes a structure of composition C34H55CeN7O4P2. The level of theory is the ωB97M-V functional and the def2-TZVPD basis.

XYZ file:
```
103
Properties=species:S:1:pos:R:3:forces:R:3:mulliken_charge:R:1
Ce -16.946 7.114 3.375 -1.63 -0.93 -0.98 0.6256
C -19.865 11.037 7.551 1.53 -0.67 -0.40 -1.9422
C -19.325 10.981 6.095 -0.78 -0.07 -0.53 -0.5186
C -18.156 11.947 5.940 0.28 -0.05 -1.11 -0.9202
C -18.124 13.093 4.820 0.61 -0.69 2.52 1.2316
C -19.465 13.780 4.544 -0.17 0.29 -0.97 -1.6973
C -17.172 14.086 5.488 1.35 0.78 -0.39 -1.9008
N -17.506 12.498 3.490 -2.65 0.66 1.33 1.1854
C -16.307 13.114 2.930 0.86 -0.65 -2.72 -0.9332
C -14.978 12.482 3.460 -0.48 0.90 -1.04 -1.1188
N -14.990 11.042 3.623 -0.04 0.12 -0.64 0.9620
C -15.092 10.403 2.309 1.16 -2.64 1.23 -1.7226
C -16.301 9.418 2.251 -0.81 1.11 -2.13 1.0068
O -16.428 8.516 1.357 1.34 0.08 1.76 -0.3613
O -17.287 9.559 3.051 0.96 -0.33 0.70 -0.5131
C -13.835 10.633 4.453 -0.10 -0.38 1.66 -0.1974
C -12.434 11.159 4.099 0.20 -0.31 1.56 -1.8270
C -13.797 9.077 4.704 0.01 0.58 -0.21 -1.2088
C -14.667 8.423 5.819 2.18 0.18 0.51 1.1313
C -14.266 8.994 7.245 -0.32 -0.05 -0.46 -1.6064
C -14.396 6.913 5.758 -0.25 -0.64 0.84 -1.1803
N -16.056 8.634 5.521 -2.95 0.52 -0.81 2.1537
C -16.939 8.781 6.714 0.26 0.08 0.68 -1.4426
C -18.437 8.710 6.488 0.20 -1.31 1.36 -1.9906
N -19.040 9.621 5.564 -0.40 -0.51 -0.92 1.1424
C -20.259 8.991 4.922 0.40 2.06 -0.24 -0.3591
C -20.239 7.628 4.321 -1.08 -1.87 -1.21 -0.1075
O -21.282 7.087 3.953 2.15 1.18 0.92 -0.6019
O -19.029 7.092 4.074 1.16 0.34 -0.36 -0.1805
H -20.562 11.816 7.714 -0.77 0.84 -0.08 0.4457
H -19.113 11.118 8.364 -0.07 -0.08 -0.71 0.4063
H -20.331 10.098 7.670 -1.06 -0.91 0.65 0.5363
H -20.157 11.276 5.445 0.09 0.41 0.20 0.6979
H -17.213 11.380 5.786 -0.40 0.29 0.33 -0.0773
H -18.123 12.442 6.905 0.47 0.37 -0.16 0.8059
H -19.957 14.183 5.457 0.66 -0.39 -0.41 0.3616
H -20.206 13.064 4.102 0.59 0.74 0.05 0.4894
H -19.267 14.680 3.870 -0.53 -1.20 0.63 0.3825
H -17.675 14.530 6.348 -0.09 -0.17 -0.07 0.5505
H -16.925 14.957 4.836 -0.01 -0.65 0.43 0.4612
H -16.217 13.617 5.895 -1.21 0.53 -0.70 0.2719
H -17.397 11.479 3.591 0.38 -0.20 0.19 -0.7359
H -18.331 12.590 2.878 0.71 0.04 -0.28 0.5474
H -16.242 14.188 3.052 -0.37 0.06 0.41 0.4213
H -16.459 13.018 1.775 0.69 -0.16 1.93 0.4739
H -14.744 12.935 4.422 0.14 0.07 -0.08 0.5945
H -14.238 12.806 2.685 -0.15 -0.06 0.79 0.3207
H -14.130 9.827 2.055 -1.44 0.74 0.13 0.4111
H -15.214 11.135 1.566 -0.29 0.78 -1.27 0.8926
H -14.035 11.138 5.427 -0.08 -0.50 -0.38 0.2344
H -12.033 10.794 3.191 0.22 -0.13 -1.31 0.3625
H -11.760 10.700 4.862 -0.43 0.52 -0.38 0.5248
H -12.317 12.247 4.211 -0.18 -0.40 -0.32 0.3436
H -12.754 8.822 4.914 -0.20 -0.05 0.00 0.9116
H -14.011 8.574 3.746 0.00 -0.08 0.14 0.0504
H -13.185 8.945 7.460 -0.42 -0.08 -0.43 0.2964
H -14.779 8.454 8.072 0.41 0.38 -0.65 0.4208
H -14.579 10.054 7.270 0.26 -0.41 0.24 0.4049
H -14.978 6.367 6.562 0.57 0.51 -0.87 0.2365
H -13.340 6.713 5.923 0.13 -0.01 0.35 0.5317
H -14.544 6.432 4.769 -0.30 0.51 0.61 0.1819
H -16.259 9.444 4.902 0.59 -0.21 0.75 -0.9300
H -16.725 9.694 7.282 0.19 0.22 -0.44 0.3855
H -16.666 8.018 7.462 -0.32 -0.09 -0.58 0.7980
H -18.850 8.718 7.536 0.06 0.24 -0.80 0.3181
H -18.645 7.700 6.150 -0.07 -0.09 -0.01 0.8179
H -20.559 9.566 3.982 0.32 -0.12 1.40 0.2717
H -21.068 9.024 5.635 -0.67 -0.04 0.02 0.4910
C -19.941 6.730 -0.121 -0.15 -0.31 0.49 -1.4673
P -18.303 6.158 0.463 0.54 -0.05 0.39 1.3168
C -17.102 6.527 -0.869 -0.03 -0.22 0.09 -1.1791
C -18.386 4.349 0.308 -0.22 1.13 1.05 -0.6941
C -18.770 3.875 -0.893 -1.12 -1.64 -1.65 -0.7021
C -18.961 2.487 -1.026 0.00 -0.24 -0.07 -0.9484
C -18.455 1.626 -0.056 0.16 1.27 0.85 -0.6881
C -18.003 2.152 1.199 -1.03 0.04 -2.45 -0.9387
C -18.156 3.515 1.404 0.87 -0.21 -1.29 0.6591
P -18.262 4.290 2.966 0.99 -0.86 2.03 1.7440
C -20.041 4.294 3.199 -0.75 1.47 0.71 -1.3596
C -17.671 2.941 4.126 0.13 0.70 -1.50 -1.7453
H -20.008 7.805 -0.180 0.17 0.38 -0.16 0.4711
H -20.708 6.414 0.592 0.11 -0.05 0.02 0.3369
H -20.186 6.274 -1.081 0.14 0.13 -0.03 0.4888
H -17.605 6.616 -1.827 -0.20 -0.23 -0.16 0.5014
H -16.370 5.704 -0.914 -0.20 0.38 0.05 0.3176
H -16.622 7.474 -0.694 0.32 0.26 0.15 0.3768
H -19.036 4.530 -1.727 0.18 -0.22 0.27 0.3833
H -19.526 2.039 -1.859 0.70 0.47 0.14 0.3928
H -18.464 0.578 -0.291 0.10 -0.34 0.34 0.4742
H -17.584 1.509 1.917 0.14 -0.73 0.91 0.4840
H -20.379 5.182 2.632 -0.31 -0.62 0.22 0.1410
H -20.380 4.468 4.244 0.53 0.04 -0.56 0.4061
H -20.515 3.383 2.869 0.08 -0.32 -0.41 0.5567
H -18.434 2.192 4.276 -0.20 -0.30 -0.28 0.4728
H -17.534 3.415 5.061 0.56 0.32 1.15 0.5273
H -16.741 2.518 3.705 -0.38 0.18 0.54 0.4576
N -14.745 5.917 2.807 -1.28 0.55 0.24 -0.2186
C -14.087 5.346 2.020 -1.18 0.07 -0.19 0.4740
C -13.474 4.690 1.012 -0.13 -1.00 -0.08 -0.0260
C -12.101 4.937 0.903 3.56 1.24 -0.82 -0.1473
N -10.992 5.319 0.806 -2.58 -1.11 0.36 -0.4495
C -14.260 3.857 0.142 -1.83 0.24 -1.46 0.0387
N -15.072 3.433 -0.597 1.91 0.55 1.83 -0.4743
```
Forces are in eV/Å.

Calculated values
Charge: +2
E_LUMO (alpha / beta): -8.07 / -8.07 eV
HOMO level (alpha / beta): -12.457 / -12.459 eV
Multiplicity: 1

This record from the Open Molecules 2025 dataset describes a cluster of 5 separate species, C34H55FN2O16S in total. The level of theory is the ωB97M-V functional and the def2-TZVPD basis.

XYZ file:
```
109
Properties=species:S:1:pos:R:3:forces:R:3:mulliken_charge:R:1
C 0.307 -0.454 -0.470 0.34 -0.67 0.42 -1.8304
C 0.291 -1.949 -0.862 -0.89 -0.42 0.73 3.3106
C 1.618 -2.572 -0.396 0.03 0.38 0.32 -1.9345
C -0.827 -2.603 0.015 0.03 0.41 -0.92 -2.2953
C -0.089 -2.255 -2.333 0.83 0.37 0.11 -2.5244
C 0.393 -1.265 -3.430 -0.32 0.05 -1.43 2.8848
C 0.236 -2.035 -4.801 0.39 0.42 0.89 -1.9871
C -0.564 -0.036 -3.574 -0.20 -0.81 1.03 -1.7763
C 1.873 -0.874 -3.336 -0.66 -0.76 0.05 0.4045
C 2.819 -1.874 -3.552 -0.36 -0.79 -0.10 -0.6198
C 4.158 -1.633 -3.533 1.06 0.03 -0.17 -0.6053
C 4.630 -0.346 -3.305 0.33 -1.02 -0.11 0.1360
O 5.995 -0.127 -3.325 -0.03 0.41 -0.18 -0.5509
C 6.498 -0.076 -4.659 0.21 0.16 -0.45 -0.4940
C 6.018 1.161 -5.441 0.13 0.15 -0.37 -0.4705
O 5.918 0.887 -6.841 -0.07 0.09 0.19 -0.3879
C 4.576 0.826 -7.258 -0.26 -0.36 -0.79 0.0249
C 4.522 0.390 -8.722 0.33 -1.04 0.45 -0.8777
N 5.460 1.147 -9.570 -0.65 -0.84 -0.35 0.2184
N 5.367 2.543 -9.356 0.10 0.54 -0.35 -0.5910
S 5.221 0.855 -11.206 0.43 1.50 -0.82 1.1410
O 6.267 1.511 -11.897 0.78 -0.22 -0.04 -0.6012
O 3.907 1.178 -11.641 -0.67 -0.67 0.47 -0.5740
F 5.427 -0.681 -11.377 -0.12 0.20 0.70 -0.2077
C 3.715 0.631 -3.069 0.24 1.70 0.33 -0.8810
C 2.354 0.389 -3.091 -0.43 0.19 0.07 -0.2594
H -0.503 0.141 -0.891 0.24 -0.02 -0.15 0.2889
H 1.306 -0.049 -0.658 -0.33 0.34 -0.24 0.2307
H 0.172 -0.416 0.620 0.04 0.09 -0.18 0.5554
H 1.584 -3.667 -0.333 0.03 0.14 -0.38 0.4196
H 1.778 -2.229 0.637 0.02 -0.08 -0.17 0.4476
H 2.483 -2.220 -0.966 -0.13 -0.25 -0.06 0.3077
H -1.684 -1.916 -0.040 0.02 -0.21 0.40 0.4311
H -0.477 -2.740 1.039 -0.27 0.05 -0.05 0.4139
H -1.174 -3.551 -0.420 0.28 -0.02 0.25 0.4937
H 0.308 -3.257 -2.561 -0.04 0.17 0.02 0.3140
H -1.179 -2.339 -2.444 0.15 0.09 0.11 0.4984
H 0.817 -1.502 -5.561 -0.33 -0.08 -0.08 0.3660
H -0.825 -2.061 -5.058 0.18 -0.28 -0.13 0.5635
H 0.664 -3.033 -4.683 -0.31 -0.02 -0.32 0.4142
H -0.191 0.865 -3.089 -0.13 0.04 -0.33 0.3542
H -0.880 0.116 -4.608 0.40 0.32 0.08 0.3644
H -1.475 -0.305 -3.022 0.03 0.24 -0.19 0.3799
H 2.518 -2.901 -3.745 -0.16 0.16 0.09 0.2191
H 4.890 -2.416 -3.719 -0.19 -0.01 0.07 0.4881
H 7.590 -0.019 -4.614 -0.17 -0.18 0.36 0.3628
H 6.260 -0.993 -5.218 -0.21 0.18 0.11 0.2904
H 5.046 1.527 -5.098 0.21 -0.09 0.26 0.3123
H 6.760 1.961 -5.338 -0.23 -0.04 0.09 0.2802
H 4.048 1.785 -7.175 0.25 -0.06 0.38 0.3164
H 4.053 0.034 -6.695 -0.18 0.35 0.01 0.1678
H 3.492 0.378 -9.108 0.10 0.41 0.18 0.4189
H 4.853 -0.658 -8.737 0.08 0.22 -0.22 0.3230
H 6.267 2.956 -9.581 0.04 -0.19 0.14 0.2353
H 4.693 2.977 -9.988 -0.15 -0.13 0.21 0.2847
H 4.049 1.648 -2.867 0.08 -0.19 -0.04 0.4684
H 1.675 1.214 -2.912 0.14 -0.05 0.02 0.3419
C -1.032 1.251 4.628 0.12 -0.49 -0.16 -1.2182
C -0.640 2.126 3.464 -0.14 -0.23 0.68 0.4460
C -1.473 3.373 3.322 0.07 0.28 0.02 -0.2823
O -1.399 3.628 1.911 -0.03 -0.19 -0.04 -0.3912
C -1.193 2.433 1.299 0.06 -0.12 -0.08 0.5862
O -1.270 2.255 0.125 -0.08 0.13 0.07 -0.5175
O -0.887 1.472 2.206 -0.03 0.36 -0.21 -0.2488
H -0.350 0.405 4.716 0.02 0.05 0.02 0.4402
H -1.008 1.814 5.562 -0.01 0.09 -0.06 0.3429
H -2.030 0.838 4.487 -0.05 0.16 0.04 0.1369
H 0.426 2.366 3.512 -0.03 0.08 -0.10 0.1927
H -1.074 4.213 3.886 0.02 0.08 -0.18 0.3892
H -2.520 3.222 3.595 0.05 -0.14 0.06 0.0714
C -7.916 3.838 3.430 -0.07 -0.43 -0.09 -1.4567
C -6.958 3.789 4.595 -0.41 0.18 -0.46 0.4754
C -5.882 4.845 4.557 0.03 0.25 0.15 -0.4720
O -4.815 4.213 5.276 -0.04 -0.18 -0.12 -0.3031
C -4.970 2.872 5.126 0.01 -0.13 0.05 0.6713
O -4.153 2.064 5.431 -0.02 0.05 -0.02 -0.5173
O -6.177 2.582 4.579 0.24 0.16 0.23 -0.3240
H -8.705 3.096 3.556 -0.03 0.07 0.03 0.3515
H -8.378 4.822 3.347 0.03 0.01 0.06 0.3741
H -7.405 3.602 2.496 0.09 0.13 0.03 0.3579
H -7.509 3.820 5.539 0.10 0.02 0.05 0.2498
H -6.181 5.769 5.046 0.16 -0.04 0.12 0.3154
H -5.535 5.070 3.546 -0.10 -0.08 -0.04 0.2988
C -0.449 -2.024 7.955 0.37 -0.16 -0.31 -1.1827
C 0.177 -0.923 8.775 -0.41 -0.48 -0.24 0.5027
C -0.693 0.300 8.928 -0.14 0.12 0.21 -0.3084
O 0.277 1.340 9.096 0.10 -0.10 -0.14 -0.3457
C 1.413 0.936 8.467 0.14 0.02 -0.06 0.6563
O 2.346 1.637 8.249 -0.05 -0.01 0.01 -0.5402
O 1.332 -0.375 8.120 -0.04 0.32 0.23 -0.3576
H 0.198 -2.902 7.940 -0.04 -0.01 0.07 0.3827
H -1.417 -2.316 8.363 0.01 0.06 0.05 0.3749
H -0.579 -1.711 6.918 -0.14 0.09 0.06 0.1600
H 0.493 -1.308 9.749 0.01 0.13 0.03 0.2365
H -1.351 0.243 9.793 0.10 0.16 0.06 0.3271
H -1.288 0.518 8.037 0.04 -0.13 -0.05 0.1555
C -5.745 -4.007 3.763 -0.09 0.16 0.40 -1.5014
C -4.584 -3.159 3.305 -0.49 -0.40 0.04 0.5301
C -3.529 -3.913 2.534 0.07 0.00 -0.35 -0.5524
O -2.351 -3.151 2.812 -0.12 0.00 0.29 -0.1999
C -2.535 -2.550 4.013 0.03 0.11 0.04 0.5254
O -1.682 -1.994 4.626 0.03 -0.04 0.04 -0.5337
O -3.826 -2.664 4.420 0.28 0.06 -0.19 -0.3311
H -6.499 -3.388 4.250 -0.02 -0.01 -0.07 0.3609
H -6.210 -4.519 2.920 0.04 0.04 -0.04 0.3805
H -5.420 -4.747 4.496 0.10 -0.05 -0.12 0.3587
H -4.946 -2.297 2.738 0.11 0.01 -0.04 0.2596
H -3.728 -3.938 1.465 0.19 0.10 -0.02 0.3688
H -3.377 -4.934 2.895 -0.12 0.02 0.09 0.2999
```
Forces are in eV/Å.

Calculated values
Charge: 0
Structure (SMILES): CC(C)(C)CC(C)(C)c1ccc(OCCOCCN(N)S(=O)(=O)F)cc1.C[C@@H]1COC(=O)O1.C[C@@H]1COC(=O)O1.C[C@@H]1COC(=O)O1.C[C@@H]1COC(=O)O1
E_LUMO: 0.36 eV
HOMO level: -8.649 eV
Multiplicity: 1